Record 1
153
Properties=species:S:1:pos:R:3 method="wB97M-V/def2-TZVPD" homo_ev=-11.779 total_energy_ha=-6691.85321 gap_ev=8.6 multiplicity=1 charge=+1
C 5.4806 -2.4095 -0.3640
C 4.0388 -2.6121 0.1737
C 3.7311 -1.6879 1.3574
C 2.2476 -1.4172 1.5663
N 1.6087 -0.9393 0.3350
C 0.3163 -0.4082 0.5237
C 0.0857 0.7906 1.2122
C 1.1283 1.7214 1.7844
C 2.3836 1.9461 0.9495
C 2.0881 2.3726 -0.5080
C 2.1659 3.9031 -0.6194
C 3.1668 1.7865 -1.4470
C -1.2439 1.1655 1.4152
N -2.2815 0.4325 0.9941
C -3.6448 0.9091 1.3109
C -4.6759 0.7552 0.1861
C -5.0441 2.1474 -0.4101
C -4.9815 2.0613 -1.9376
C -2.0692 -0.7026 0.3318
C -0.7930 -1.1560 0.0439
C -0.6425 -2.4409 -0.7300
Br 0.3092 -2.0530 -2.4064
C -2.0001 -3.0345 -1.0675
C -1.9688 -4.3075 -1.8877
H 5.8820 -1.4569 -0.0378
H 6.1109 -3.1919 0.0287
H 5.4522 -2.4530 -1.4462
H 3.9451 -3.6259 0.5465
H 3.3354 -2.4458 -0.6356
H 4.0781 -2.1584 2.2748
H 4.2581 -0.7376 1.2805
H 1.7290 -2.3230 1.8836
H 2.1331 -0.7171 2.4009
H 2.2075 -0.3167 -0.1917
H 1.4012 1.4269 2.7955
H 0.6396 2.6909 1.8808
H 2.9363 2.7483 1.4311
H 3.0446 1.0876 0.9745
H 1.1095 2.0275 -0.8353
H 1.3182 4.4116 -0.1651
H 2.2170 4.1437 -1.6775
H 3.1032 4.2407 -0.1896
H 3.9744 1.3097 -0.8948
H 2.7563 1.0545 -2.1419
H 3.6214 2.5604 -2.0576
H -1.4784 2.0776 1.9365
H -3.9735 0.3446 2.1815
H -3.5775 1.9396 1.6337
H -5.5612 0.3260 0.6385
H -4.3425 0.1106 -0.6192
H -4.3160 2.8588 -0.0450
H -6.0400 2.3998 -0.0653
H -5.7663 1.3939 -2.2825
H -5.0730 3.0532 -2.3653
H -4.0334 1.5984 -2.2002
H -2.9491 -1.2457 0.0347
H -0.0810 -3.1569 -0.1399
H -2.4898 -3.2002 -0.1079
H -2.5950 -2.3002 -1.6105
H -1.5426 -4.1612 -2.8713
H -1.4858 -5.1190 -1.3598
H -2.9982 -4.6217 -2.0498
C -4.9881 -5.8923 -0.0876
N -4.7620 -4.5466 0.5026
O -4.9897 -3.5675 -0.1836
O -4.3482 -4.5034 1.6408
H -5.3483 -5.7617 -1.1005
H -4.0363 -6.4158 -0.0633
H -5.7267 -6.3941 0.5293
C 1.5496 -5.5683 0.9310
N 0.2490 -6.2775 0.8059
O 0.2631 -7.4823 0.7127
O -0.7568 -5.5899 0.8035
H 2.3446 -6.3046 0.9214
H 1.6360 -4.8913 0.0854
H 1.5335 -5.0178 1.8695
C -8.5352 -2.7471 -1.1554
N -8.8310 -4.1484 -0.7484
O -9.7843 -4.7030 -1.2420
O -8.0730 -4.6446 0.0648
H -9.2766 -2.4295 -1.8784
H -8.5721 -2.1380 -0.2581
H -7.5384 -2.7346 -1.5849
C 0.6087 -6.6089 5.1914
N 1.6513 -5.6645 4.7036
O 2.8041 -6.0356 4.7100
O 1.2720 -4.5735 4.3210
H 1.0953 -7.5278 5.4928
H 0.1116 -6.1339 6.0315
H -0.0853 -6.7773 4.3728
C 10.3791 -3.6179 -1.2282
N 8.9238 -3.4694 -0.9454
O 8.2049 -4.4208 -1.1645
O 8.5588 -2.3964 -0.5100
H 10.5529 -4.6176 -1.6067
H 10.6446 -2.8630 -1.9616
H 10.9082 -3.4479 -0.2959
C -8.5672 0.5683 1.2270
N -9.0334 0.9505 -0.1351
O -10.1663 1.3534 -0.2495
O -8.2382 0.8293 -1.0498
H -9.3810 0.7291 1.9232
H -8.2772 -0.4780 1.1912
H -7.7148 1.1978 1.4660
C 5.7315 5.3707 -1.8495
N 4.9506 5.4655 -3.1098
O 4.1076 4.6102 -3.3317
O 5.2052 6.3911 -3.8400
H 5.3969 4.4958 -1.3057
H 6.7743 5.2800 -2.1280
H 5.5593 6.2830 -1.2838
C -2.0853 4.6600 3.2137
N -3.4779 4.4357 3.6925
O -4.3372 4.2473 2.8507
O -3.6586 4.4359 4.8878
H -2.0846 4.6421 2.1324
H -1.7541 5.6268 3.5792
H -1.4772 3.8632 3.6365
C -8.2797 1.6821 -4.6866
N -8.5270 0.2716 -4.2805
O -9.4826 -0.2980 -4.7555
O -7.7469 -0.2144 -3.4846
H -9.0504 1.9746 -5.3889
H -8.3131 2.2860 -3.7849
H -7.2939 1.7202 -5.1394
C 6.2824 9.9427 -3.8374
N 6.1496 9.7044 -2.3735
O 5.4968 8.7436 -2.0187
O 6.7064 10.4842 -1.6344
H 5.7376 9.1644 -4.3583
H 5.8716 10.9262 -4.0433
H 7.3413 9.9129 -4.0739
C 4.5887 -5.0758 7.9716
N 3.2973 -5.2185 8.7003
O 2.3091 -5.4919 8.0472
O 3.3194 -5.0534 9.8976
H 4.4074 -5.2529 6.9177
H 4.9501 -4.0682 8.1509
H 5.2749 -5.8078 8.3857
C 6.1462 2.2514 -4.9593
N 7.2532 3.0602 -4.3781
O 7.2586 3.2311 -3.1713
O 8.0739 3.5028 -5.1456
H 5.4963 1.9332 -4.1531
H 5.6192 2.8870 -5.6641
H 6.5982 1.4049 -5.4668
C -1.4458 5.8167 -1.7429
N -1.7541 5.5391 -0.3130
O -2.5592 4.6601 -0.0597
O -1.1828 6.2131 0.5148
H -2.0306 5.1414 -2.3554
H -1.7062 6.8533 -1.9331
H -0.3799 5.6587 -1.8795

=====

Record 2
117
Properties=species:S:1:pos:R:3 method="wB97M-V/def2-TZVPD" homo_ev=-9.381 total_energy_ha=-1473.88185 gap_ev=10.0 smiles=COC[C@H](C)N.CCCCCC.CCCCCC.CCCCCC.CCCCCC.CCCCCC multiplicity=1
C -3.8357 -1.6138 -2.5254
C -4.6998 -0.5805 -1.7330
C -4.7011 -0.6387 -0.1684
C -5.3464 -1.9217 0.3552
C -5.4744 -2.0222 1.9270
C -4.1182 -1.9039 2.6645
H -3.8484 -2.5591 -1.9829
H -2.8378 -1.1780 -2.5729
H -4.1916 -1.9133 -3.5112
H -4.4704 0.4587 -1.9687
H -5.7435 -0.6526 -2.0388
H -5.2369 0.1943 0.2867
H -3.6659 -0.5112 0.1481
H -6.3895 -2.0644 0.0731
H -4.8234 -2.7601 -0.1049
H -6.2908 -1.3485 2.1874
H -5.9417 -2.9773 2.1668
H -4.1760 -2.0536 3.7426
H -3.3916 -2.5629 2.1891
H -3.6572 -0.9198 2.5798
C 0.7008 -1.5112 5.2875
C 0.5448 -0.9659 3.8479
C -0.5372 -1.7469 2.9812
C -0.3003 -3.2445 2.5949
C 0.8072 -3.4206 1.5574
C 0.5689 -4.5052 0.5304
H 1.3323 -2.3603 5.5488
H -0.2394 -1.9134 5.6647
H 0.9624 -0.7529 6.0255
H 0.1825 0.0554 3.9657
H 1.5337 -0.9779 3.3896
H -0.8728 -1.1652 2.1227
H -1.4791 -1.9050 3.5064
H -0.0916 -3.7975 3.5107
H -1.2393 -3.5652 2.1438
H 0.9902 -2.4872 1.0250
H 1.6840 -3.5282 2.1960
H 0.3465 -3.9673 -0.3912
H 1.4685 -5.0922 0.3452
H -0.2307 -5.2049 0.7740
C 1.8230 -2.0587 -3.3685
C 3.1873 -1.8495 -2.6325
C 4.4419 -2.4060 -3.4258
C 5.6704 -2.0995 -2.6083
C 6.9306 -2.5692 -3.1710
C 8.1840 -2.1052 -2.4473
H 1.7445 -3.1421 -3.4592
H 1.8032 -1.4252 -4.2553
H 1.0549 -1.7290 -2.6689
H 3.2521 -0.8093 -2.3136
H 3.0381 -2.2992 -1.6509
H 4.5281 -1.8980 -4.3863
H 4.2708 -3.4670 -3.6079
H 5.6992 -1.0118 -2.5426
H 5.5426 -2.4029 -1.5692
H 6.8238 -3.6530 -3.2162
H 7.0004 -1.9953 -4.0951
H 9.1315 -2.3271 -2.9382
H 8.2042 -1.0153 -2.4492
H 8.2888 -2.4367 -1.4143
C 4.2631 1.7703 0.8770
C 5.0466 0.5125 1.3352
C 6.5071 0.6943 0.8610
C 7.3935 -0.5059 1.0739
C 8.8900 -0.3345 0.7441
C 9.6567 -1.6650 0.9856
H 4.0874 1.8641 -0.1946
H 4.7468 2.7029 1.1674
H 3.3000 1.6722 1.3778
H 5.1117 0.4302 2.4201
H 4.5971 -0.4316 1.0272
H 6.8907 1.6502 1.2176
H 6.5301 0.8855 -0.2119
H 7.2523 -0.6688 2.1423
H 7.0155 -1.3878 0.5567
H 9.0391 0.0661 -0.2586
H 9.2303 0.5606 1.2649
H 10.7236 -1.4908 0.8463
H 9.5840 -2.1106 1.9777
H 9.4397 -2.4064 0.2166
C -8.0938 3.3084 -3.5551
C -7.0892 2.3430 -2.7464
C -6.0007 3.0606 -1.9381
C -6.5661 4.1457 -0.9831
C -5.5066 4.9028 -0.1406
C -6.0802 5.4670 1.1402
H -8.6017 4.0251 -2.9098
H -8.9147 2.7818 -4.0419
H -7.5801 4.0078 -4.2147
H -7.6632 1.7353 -2.0470
H -6.7040 1.5181 -3.3459
H -5.4314 3.5663 -2.7180
H -5.4074 2.2794 -1.4627
H -7.1368 4.8727 -1.5609
H -7.2931 3.6085 -0.3740
H -4.7593 4.1314 0.0453
H -5.0222 5.6543 -0.7640
H -6.3456 4.6060 1.7536
H -5.3335 6.0230 1.7071
H -6.9523 6.0280 0.8042
C -3.1434 2.5943 1.9623
C -1.6690 2.5943 1.4323
C -1.2668 2.6378 -0.0816
O 0.1232 2.3685 -0.2904
C 0.5577 1.8991 -1.5689
N -0.9233 3.7145 2.0212
H -3.1552 2.2356 2.9915
H -3.8394 1.9430 1.4336
H -3.5319 3.6127 1.9543
H -1.3068 1.6292 1.7865
H -1.5566 3.6059 -0.4903
H -1.9972 2.0336 -0.6196
H 1.6193 2.1373 -1.6350
H 0.1445 2.5104 -2.3712
H 0.4637 0.8369 -1.7951
H -1.2749 4.4280 1.3988
H 0.0224 3.6309 1.6766

=====

Which value of multiplicity does entry 2 give? 1